Record 1
This record from OMol25 describes a 2-piece molecular cluster, C4H9ClO2 overall. The level of theory is ωB97M-V with the def2-TZVPD basis set.

Atoms and positions in Å:
C 1.327 0.314 -0.813
C -1.715 -0.327 -1.312
C 0.632 -0.464 0.154
C 0.055 0.199 1.475
O 1.049 0.008 2.446
O -0.948 -1.242 -0.669
Cl -0.165 1.932 1.092
H 2.377 0.181 -0.657
H 1.027 1.343 -1.109
H 1.103 -0.202 -1.823
H -2.286 0.343 -0.516
H -2.206 -0.907 -2.061
H -1.094 0.492 -1.880
H 1.082 -1.402 0.388
H -0.960 -0.118 1.868
H 0.720 -0.149 3.417

Properties
Relative energy (zero: lowest compared OMol25 entry of this formula, charge and spin) in eV: 1.570
Spin multiplicity: 3
Total charge: 0
HOMO (alpha / beta) in eV: -5.8 / -10.3
Calculated total energy in eV: -20904.7809
Molar mass in g mol⁻¹: 124.57
Maximum force in eV/Å: 5.38
Frontier orbital gap (alpha / beta) in Ha: 0.2404 / 0.2970

Which charges does Mulliken predict for the atoms? In e, they are: number 1, C, carries -1.146; number 2, C, carries -0.500; number 3, C, carries -0.268; number 4, C, carries 0.227; number 5, O, carries -0.488; number 6, O, carries -0.235; number 7, Cl, carries -0.244; number 8, H, carries 0.317; number 9, H, carries 0.311; number 10, H, carries 0.295; number 11, H, carries 0.254; number 12, H, carries 0.321; number 13, H, carries 0.236; number 14, H, carries 0.269; number 15, H, carries 0.320; number 16, H, carries 0.332

***

Record 2
This record from OMol25 describes the molecule C4H9ClS. The level of theory is ωB97M-V with the def2-TZVPD basis set.

Atoms and positions in Å:
C 2.011 -0.845 0.402
C 0.675 -0.163 0.695
Cl 1.052 1.510 1.196
C -0.266 -0.156 -0.446
C -1.775 0.188 -0.233
S -2.020 2.017 -0.222
H 2.656 -0.756 1.273
H 2.426 -0.339 -0.480
H 1.866 -1.887 0.120
H 0.231 -0.560 1.589
H 0.051 0.508 -1.266
H -0.272 -1.176 -0.881
H -2.072 -0.184 0.738
H -2.419 -0.328 -0.947
H -2.145 2.170 -1.539

Properties
SMILES: C[C@@H](Cl)CCS
Relative energy (zero: lowest compared OMol25 entry of this formula, charge and spin) in eV: 0.276
Spin multiplicity: 1
Total charge: 0
HOMO in eV: -8.9
Calculated total energy in eV: -27651.6169
Molar mass in g mol⁻¹: 124.64
Maximum force in eV/Å: 2.76
Frontier orbital gap in Ha: 0.3598

Which charges does Mulliken predict for the atoms? In e, they are: number 1, C, carries -1.310; number 2, C, carries 0.221; number 3, Cl, carries -0.188; number 4, C, carries -0.556; number 5, C, carries -0.823; number 6, S, carries -0.170; number 7, H, carries 0.367; number 8, H, carries 0.324; number 9, H, carries 0.344; number 10, H, carries 0.332; number 11, H, carries 0.323; number 12, H, carries 0.317; number 13, H, carries 0.356; number 14, H, carries 0.356; number 15, H, carries 0.108

***

Record 3
This record from OMol25 describes the molecule C4H9F. The level of theory is ωB97M-V with the def2-TZVPD basis set.

Atoms and positions in Å:
C 0.360 0.843 1.068
C -0.088 -0.032 0.002
C -0.245 0.856 -1.317
C 1.046 -1.058 -0.011
F -1.183 -0.592 0.278
H 0.927 1.772 0.297
H -0.800 1.063 1.410
H 0.703 0.283 2.008
H -1.152 1.345 -1.340
H 0.800 1.308 -1.286
H -0.383 -0.011 -1.917
H 2.149 -0.771 -0.395
H 1.004 -1.513 0.952
H 0.966 -1.802 -0.689

Properties
SMILES: CC(C)(C)F
Relative energy (zero: lowest compared OMol25 entry of this formula, charge and spin) in eV: 3.923
Spin multiplicity: 1
Total charge: 0
HOMO in eV: -10.5
Calculated total energy in eV: -7007.7880
Molar mass in g mol⁻¹: 76.11
Maximum force in eV/Å: 7.22
Frontier orbital gap in Ha: 0.4216

Which charges does Mulliken predict for the atoms? In e, they are: number 1, C, carries -0.831; number 2, C, carries 0.879; number 3, C, carries -1.206; number 4, C, carries -1.357; number 5, F, carries -0.379; number 6, H, carries 0.204; number 7, H, carries 0.212; number 8, H, carries 0.328; number 9, H, carries 0.331; number 10, H, carries 0.437; number 11, H, carries 0.267; number 12, H, carries 0.234; number 13, H, carries 0.380; number 14, H, carries 0.501

***

Record 4
This record from OMol25 describes a 2-piece molecular cluster, C4H9FN overall. The level of theory is ωB97M-V with the def2-TZVPD basis set.

Atoms and positions in Å:
C 1.773 0.254 0.861
C 1.974 0.100 -0.680
C 0.893 -0.551 0.051
C -1.094 0.499 -0.317
N -1.930 -0.653 0.156
F 0.557 -1.849 -0.008
H 2.401 -0.306 1.479
H 1.459 1.273 1.226
H 1.939 1.001 -1.374
H 2.769 -0.633 -1.178
H -0.939 0.420 -1.435
H -1.373 1.445 0.075
H -1.430 -1.387 0.774
H -2.352 -1.167 -0.640
H -2.700 -0.388 0.748

Properties
Relative energy (zero: lowest compared OMol25 entry of this formula, charge and spin) in eV: 2.274
Spin multiplicity: 3
Total charge: +1
HOMO (alpha / beta) in eV: -10.8 / -14.8
Calculated total energy in eV: -8487.5827
Molar mass in g mol⁻¹: 90.12
Maximum force in eV/Å: 4.00
Frontier orbital gap (alpha / beta) in Ha: 0.2582 / 0.3073

Which charges does Mulliken predict for the atoms? In e, they are: number 1, C, carries -0.605; number 2, C, carries -0.608; number 3, C, carries 0.557; number 4, C, carries -0.656; number 5, N, carries -0.337; number 6, F, carries -0.286; number 7, H, carries 0.321; number 8, H, carries 0.214; number 9, H, carries 0.262; number 10, H, carries 0.251; number 11, H, carries 0.339; number 12, H, carries 0.433; number 13, H, carries 0.376; number 14, H, carries 0.370; number 15, H, carries 0.368